1.
The following is a quantum chemistry calculation of C24H32F4N3Rh as an isolated structure in a non-equilibrium geometry, from OMol25.

XYZ file:
```
64
C24H32F4N3Rh | OMol25 | the ωB97M-V functional and the def2-TZVPD basis
Rh 0.35 -0.46 0.40
C -1.08 -3.43 1.42
C -1.61 -2.87 0.11
N -1.54 -1.39 -0.02
C -2.02 -1.03 -1.39
C -0.97 -1.16 -2.48
C -2.40 -0.74 0.99
C -2.23 0.78 0.97
N -0.88 1.10 0.50
C -0.46 2.41 0.55
C 0.78 2.77 -0.03
F 1.53 1.85 -0.64
C 1.25 4.07 -0.03
F 2.44 4.30 -0.60
C 0.55 5.11 0.53
C -0.68 4.79 1.08
F -1.42 5.76 1.64
C -1.17 3.50 1.09
F -2.38 3.34 1.66
H -0.96 -4.51 1.31
H -1.76 -3.26 2.25
H -0.11 -3.01 1.67
H -2.67 -3.15 -0.01
H -1.07 -3.29 -0.73
H -2.39 -0.01 -1.36
H -2.87 -1.68 -1.62
H -0.10 -0.54 -2.28
H -1.40 -0.84 -3.43
H -0.62 -2.19 -2.60
H -2.11 -1.14 1.96
H -3.45 -1.02 0.82
H -2.42 1.14 1.98
H -2.99 1.25 0.33
H 0.93 6.12 0.53
C 3.79 -2.46 -0.63
C 2.97 -3.55 0.06
C 1.66 -3.82 -0.70
C 2.78 -3.31 1.54
C 3.26 -4.27 2.42
C 3.19 -4.10 3.80
C 2.67 -2.93 4.31
C 2.18 -1.93 3.48
C 1.63 -0.67 4.14
C 2.33 0.61 3.67
C 0.11 -0.54 4.02
C 2.20 -2.14 2.08
N 1.68 -1.20 1.21
H 4.06 -2.78 -1.64
H 4.71 -2.27 -0.08
H 3.24 -1.53 -0.70
H 3.55 -4.48 0.00
H 1.07 -2.91 -0.77
H 1.06 -4.59 -0.21
H 1.89 -4.16 -1.72
H 3.71 -5.17 2.02
H 3.57 -4.87 4.46
H 2.64 -2.78 5.39
H 1.86 -0.78 5.20
H 2.13 0.83 2.63
H 3.41 0.53 3.80
H 1.99 1.46 4.27
H -0.17 -0.34 2.99
H -0.24 0.29 4.64
H -0.39 -1.45 4.36
```

Results
- HOMO-LUMO gap: 7.0 eV
- Calculated total energy: -43753.3093 eV
- Net charge: 0
- Maximum force: 1.0 eV Å⁻¹
- Energy above the lowest of the compared OMol25 structures with the same formula, charge and spin: 0.00 kcal/mol



2.
The following is a quantum chemistry calculation of C24H32N2O2 in the gas phase, from OMol25.

XYZ file:
```
60
C24H32N2O2 | OMol25 | the ωB97M-V functional and the def2-TZVPD basis
C -4.45 -1.23 2.08
H -4.89 -2.21 2.29
H -4.84 -0.52 2.81
H -3.38 -1.31 2.22
C -4.80 -0.79 0.66
C -6.32 -0.70 0.50
H -6.74 0.04 1.18
H -6.78 -1.67 0.73
H -6.58 -0.43 -0.52
C -4.14 0.56 0.31
N -3.17 0.41 -0.76
C -1.92 -0.20 -0.36
H -2.16 -1.10 0.21
C -0.97 0.67 0.47
N -0.18 1.59 -0.33
C -0.74 2.62 -1.02
O -0.06 3.39 -1.68
C -2.24 2.77 -0.94
H -2.56 2.89 0.09
H -2.49 3.68 -1.48
C -2.99 1.58 -1.59
H -3.98 1.91 -1.91
H -2.44 1.27 -2.48
C 1.26 1.42 -0.40
C 1.66 0.08 -1.01
O 1.46 -0.96 -0.08
C 1.85 -2.23 -0.42
C 1.62 -3.20 0.55
C 1.98 -4.52 0.32
C 2.56 -4.88 -0.88
C 2.78 -3.91 -1.85
C 2.43 -2.59 -1.63
H 2.61 -1.86 -2.40
H 3.24 -4.18 -2.79
H 2.84 -5.90 -1.07
H 1.80 -5.26 1.08
H 1.17 -2.91 1.49
H 2.72 0.14 -1.29
H 1.07 -0.10 -1.92
H 1.60 2.21 -1.09
C 1.92 1.65 0.97
C 3.42 1.68 0.82
C 4.19 0.58 1.14
C 5.57 0.60 0.97
C 6.18 1.74 0.48
C 5.42 2.85 0.16
C 4.04 2.82 0.33
H 3.45 3.69 0.08
H 5.89 3.74 -0.22
H 7.25 1.77 0.34
H 6.16 -0.27 1.22
H 3.72 -0.32 1.52
H 1.64 0.85 1.66
H 1.56 2.60 1.37
H -0.26 0.01 0.98
H -1.53 1.22 1.23
H -1.40 -0.52 -1.27
H -3.71 1.00 1.23
H -4.91 1.26 -0.04
H -4.43 -1.53 -0.05
```

Results
- HOMO-LUMO gap: 9.0 eV
- Calculated total energy: -32482.9571 eV
- Net charge: 0
- SMILES string: CC(C)CN1CCC(=O)N([C@H](COc2ccccc2)Cc2ccccc2)CC1
- Maximum force: 0.6 eV Å⁻¹
- Energy above the lowest of the compared OMol25 structures with the same formula, charge and spin: 44.73 kcal/mol



3.
The following is a quantum chemistry calculation of C24H32N3O3SbTi as an isolated structure, from OMol25.

XYZ file:
```
64
C24H32N3O3SbTi | OMol25 | the ωB97M-V functional and the def2-TZVPD basis
Ti 0.32 -0.02 0.20
C 2.41 -2.47 -0.33
C 2.91 -1.56 0.75
C 4.12 -1.79 1.40
C 4.56 -0.89 2.34
C 3.79 0.25 2.63
C 2.58 0.42 2.00
N 2.17 -0.49 1.07
Sb 1.35 2.15 2.44
C 1.16 2.45 0.26
C 1.33 3.76 -0.16
C 2.05 3.99 -1.34
C 2.60 2.92 -2.03
C 2.34 1.61 -1.63
C 2.92 0.45 -2.36
N 1.57 1.44 -0.53
C -0.27 0.82 2.84
C -0.98 0.96 4.01
C -1.52 -0.18 4.61
C -1.23 -1.42 4.07
C -0.52 -1.52 2.87
C -0.13 -2.88 2.37
N -0.16 -0.39 2.23
H 3.13 -2.56 -1.14
H 1.48 -2.09 -0.79
H 2.19 -3.47 0.05
H 4.71 -2.66 1.14
H 5.50 -1.04 2.85
H 4.14 0.97 3.36
H 1.01 4.59 0.46
H 2.22 5.00 -1.68
H 3.22 3.09 -2.90
H 3.99 0.41 -2.14
H 2.83 0.57 -3.44
H 2.48 -0.50 -2.08
H -1.06 1.93 4.50
H -2.09 -0.11 5.53
H -1.53 -2.33 4.57
H 0.61 -3.28 3.07
H 0.32 -2.87 1.38
H -0.97 -3.56 2.37
C -1.25 -2.81 -0.80
O -1.15 -1.56 -0.03
C -2.45 -1.21 0.56
C -2.81 0.21 0.17
O -1.58 0.94 -0.18
C -1.75 1.71 -1.42
C -0.63 1.36 -2.38
O -0.05 0.07 -2.00
C -0.03 -0.89 -3.10
H -1.64 -3.58 -0.14
H -1.91 -2.65 -1.65
H -0.26 -3.09 -1.13
H -3.19 -1.91 0.18
H -2.37 -1.35 1.63
H -3.45 0.22 -0.70
H -3.32 0.73 0.98
H -2.72 1.43 -1.84
H -1.77 2.77 -1.18
H -1.00 1.28 -3.40
H 0.16 2.10 -2.37
H 0.48 -0.44 -3.95
H 0.54 -1.76 -2.77
H -1.05 -1.17 -3.36
```

Results
- HOMO-LUMO gap: 6.7 eV
- Calculated total energy: -65630.6192 eV
- Net charge: +4
- Maximum force: 0.7 eV Å⁻¹
- Energy above the lowest of the compared OMol25 structures with the same formula, charge and spin: 38.11 kcal/mol